108
Properties=species:S:1:pos:R:3 method="wB97M-V/def2-TZVPD" e_homo_ev=-6.55 multiplicity=1 total_energy_ha=-3020.78598 gap_ev=6.98 charge=-1 max_force_ha_per_bohr=0.1929
N -0.13084 -0.44072 -0.20035
O -0.63984 -1.31872 0.51265
O 0.93916 -0.73272 -0.89835
O -0.82584 0.35928 -0.81635
C 0.06416 -2.84972 3.62665
C 1.23416 -3.40472 2.74065
C 2.17616 -4.62672 3.43665
C 1.91916 -5.10172 4.82665
C 0.55816 -4.58172 5.43865
C -0.24184 -3.59572 4.83665
N 2.79116 -6.03672 5.37565
O 3.96316 -6.28572 4.88565
O 2.36316 -6.72572 6.27365
H -0.50084 -2.06872 3.08265
H 1.43516 -2.91672 1.82465
H 2.91316 -4.76972 2.63165
H 0.10516 -4.95172 6.29265
H -0.90984 -3.23872 5.53465
C -3.23284 -3.02772 -0.89135
C -3.94584 -2.89472 0.52665
C -5.05884 -3.82772 0.96965
C -5.27384 -4.99472 -0.09535
C -4.83984 -4.98372 -1.54735
C -3.76384 -3.94072 -1.88435
N -6.17784 -6.19072 0.40665
O -6.41684 -6.27672 1.74465
O -6.31884 -7.16272 -0.32935
H -2.51984 -2.27872 -1.19935
H -3.62384 -2.03572 1.21165
H -5.56684 -3.82872 1.91365
H -4.97784 -5.84172 -2.16135
H -3.27284 -4.04872 -2.91935
C 2.97716 3.57128 -2.66835
C 2.72316 4.58028 -3.72935
C 1.39616 4.55828 -4.51135
C 0.27216 3.57828 -4.04635
C 0.67216 2.60328 -2.83235
C 1.96116 2.72128 -2.17635
N -1.06084 3.62528 -4.58835
O -1.33584 4.66028 -5.20835
O -1.82284 2.77828 -4.29035
H 3.99516 3.47928 -2.22135
H 3.46016 5.25128 -3.83335
H 1.10216 5.26228 -5.30935
H 0.07616 1.89128 -2.54535
H 1.83516 2.02728 -1.30835
C 4.69416 1.54328 0.48065
C 3.61716 0.51928 0.98065
C 4.17616 -0.85372 1.14465
C 5.68016 -1.21972 1.18365
C 6.57516 -0.14372 0.59965
C 6.02116 1.24728 0.32365
N 6.26316 -2.59172 1.44265
O 5.35016 -3.50372 1.71965
O 7.40616 -2.70172 1.44065
H 4.31416 2.53028 0.51165
H 2.55616 0.72328 0.95565
H 3.45616 -1.60272 1.22865
H 7.66216 -0.22172 0.69265
H 6.78016 2.05528 -0.02435
C 1.48116 -0.93272 -6.51035
O 1.26816 -0.44772 -7.61535
N 2.19516 -0.28472 -5.61335
C 2.38416 -0.52572 -4.20035
C 2.67816 1.09728 -5.99235
H 1.24716 -2.02472 -6.07735
H 2.08416 -1.81372 -3.81735
H 1.94716 0.17828 -3.48135
H 3.42416 -0.54472 -4.02135
H 1.93416 1.59728 -6.56335
H 3.47816 1.11428 -6.63835
H 3.05116 1.79928 -5.07735
C 1.89816 2.32728 4.12365
O 1.75316 2.98728 3.11765
N 1.18216 1.17228 4.23165
C 1.19116 0.38528 5.41865
C 0.41816 0.54028 3.16065
H 2.29916 2.75628 4.97065
H 1.71816 1.00928 6.11665
H 1.61416 -0.58172 5.30765
H 0.23816 0.32128 6.01965
H -0.47784 0.11228 3.21365
H 0.96316 -0.48272 2.61965
H 0.10116 1.24928 2.28165
C -2.04284 4.01528 -0.44335
O -2.81884 4.41828 -1.33435
N -1.57684 4.94528 0.45065
C -0.58784 4.52628 1.46765
C -2.00884 6.30028 0.46865
H -1.70684 3.05128 -0.76135
H -0.57084 5.45928 1.99265
H 0.31416 4.06128 0.89165
H -0.98684 3.69428 2.17065
H -1.44484 6.93128 0.95365
H -3.09584 6.69928 0.62165
H -1.80684 6.56928 -0.50535
C -6.03984 1.88528 -0.55535
O -7.24384 2.02828 -0.43535
N -5.44584 0.73428 -0.92635
C -4.07484 0.60128 -0.89135
C -6.23184 -0.54372 -0.96235
H -5.48884 2.69528 -0.60135
H -3.51084 0.76528 -0.09335
H -3.67184 1.24328 -1.62235
H -3.81584 -0.28772 -1.09035
H -7.08084 -0.39472 -1.39135
H -6.58084 -0.61672 0.03765
H -5.57984 -1.53772 -0.97535